{
  "formula": "C17H29BiF4GeN2Se",
  "method": "ωB97M-V/def2-TZVPD",
  "species": ["Bi", "C", "C", "N", "C", "C", "C", "C", "N", "C", "C", "F", "C", "F", "C", "C", "F", "C", "F", "H", "H", "H", "H", "H", "H", "H", "H", "H", "H", "H", "H", "H", "H", "H", "C", "Ge", "C", "C", "C", "Se", "C", "H", "H", "H", "H", "H", "H", "H", "H", "H", "H", "H", "H", "H", "H"],
  "positions_angstrom": [[0.2241, 1.5145, -0.7794], [2.4423, -1.2160, 0.1588], [3.0324, -0.1255, -0.7192], [2.0946, 0.4437, -1.7373], [2.8437, 1.4690, -2.5389], [1.9599, 2.4124, -3.3465], [1.5326, -0.6028, -2.6455], [0.1503, -1.0704, -2.2122], [-0.7120, 0.1095, -2.0241], [-1.8530, 0.3741, -2.7774], [-2.2859, 1.6940, -2.8325], [-1.5629, 2.6030, -2.0993], [-3.3621, 2.1243, -3.5798], [-3.6616, 3.4143, -3.5742], [-4.1015, 1.2165, -4.3105], [-3.7250, -0.1125, -4.2435], [-4.4193, -1.0284, -4.8956], [-2.6396, -0.5385, -3.4895], [-2.3938, -1.8533, -3.4420], [3.2046, -1.5248, 0.8722], [2.1623, -2.1013, -0.4088], [1.5738, -0.8596, 0.7245], [3.9043, -0.5147, -1.2518], [3.3740, 0.7018, -0.0948], [3.5162, 0.9251, -3.2060], [3.4612, 2.0494, -1.8535], [1.2126, 1.8928, -3.9490], [2.5900, 2.9687, -4.0389], [1.4552, 3.1573, -2.7225], [2.2168, -1.4524, -2.6977], [1.4477, -0.1811, -3.6443], [0.1943, -1.6351, -1.2818], [-0.2360, -1.7368, -2.9742], [-4.9537, 1.5305, -4.8967], [1.8293, -1.6504, 3.5383], [0.1454, -1.1210, 4.4043], [-1.4016, -2.2151, 3.8857], [0.3232, -0.9823, 6.3463], [-0.1866, 0.8220, 3.8538], [-0.6762, 1.4655, 2.0755], [-2.4773, 0.7367, 2.0205], [2.1947, -2.5608, 4.0145], [2.5853, -0.8764, 3.6725], [1.7014, -1.8557, 2.4763], [-1.2310, -3.2272, 4.2554], [-1.5509, -2.2761, 2.8078], [-2.3099, -1.8422, 4.3590], [0.5239, -1.9763, 6.7472], [-0.5924, -0.6108, 6.8047], [1.1483, -0.3291, 6.6272], [0.7048, 1.3968, 4.1080], [-1.0114, 1.2012, 4.4629], [-2.4600, -0.2781, 2.4059], [-2.8493, 0.7580, 0.9990], [-3.0965, 1.3736, 2.6476]],
  "gap_ev": 6.3,
  "total_charge": 2,
  "energy_ev": -159634.33811
}

{
  "formula": "C17H29ClN3O4P2Pd",
  "method": "ωB97M-V/def2-TZVPD",
  "species": ["Pd", "C", "P", "C", "C", "C", "C", "C", "C", "C", "P", "C", "C", "H", "H", "H", "H", "H", "H", "H", "H", "H", "H", "H", "H", "H", "H", "H", "H", "O", "Cl", "O", "O", "O", "C", "C", "N", "C", "N", "C", "C", "C", "N", "C", "H", "H", "H", "H", "H", "H", "H", "H", "H", "H", "H", "H", "H"],
  "positions_angstrom": [[0.5805, 0.9930, 0.1409], [4.7442, 0.3498, -1.4323], [3.0500, 0.3067, -0.6630], [2.2455, -0.7977, -1.9022], [3.3304, -0.9451, 0.6923], [4.2341, -1.9897, 0.5283], [4.4179, -2.9568, 1.5094], [3.6903, -2.8791, 2.6845], [2.7925, -1.8349, 2.8703], [2.5938, -0.8622, 1.8940], [1.3617, 0.5081, 2.0613], [0.4581, -0.0038, 3.5876], [2.4488, 1.7755, 2.8449], [5.0952, -0.6118, -1.8161], [5.4676, 0.7367, -0.7131], [4.6916, 1.0483, -2.2690], [2.8398, -1.6955, -2.0981], [2.1119, -0.2374, -2.8289], [1.2606, -1.0873, -1.5288], [4.8044, -2.0691, -0.3886], [5.1172, -3.7686, 1.3482], [3.8151, -3.6287, 3.4571], [2.2348, -1.7948, 3.7965], [-0.1010, -0.9232, 3.4070], [-0.2614, 0.7874, 3.8037], [1.1077, -0.1313, 4.4578], [3.0223, 1.3660, 3.6814], [1.8230, 2.5981, 3.1941], [3.1271, 2.1699, 2.0877], [-0.0265, 2.0404, -2.3320], [-0.4687, 3.2985, -1.7175], [-1.0200, 4.1476, -2.7482], [-1.4909, 2.9948, -0.7352], [0.6566, 3.9392, -1.0848], [-4.6124, 1.0295, -2.9349], [-3.1460, 1.3106, -3.1823], [-2.3462, 0.2428, -2.5973], [-2.6140, -0.2356, -1.3277], [-1.6526, -0.7664, -0.6685], [-1.9095, -1.3539, 0.6307], [-3.3675, -1.7215, 0.8557], [-4.2199, -0.5366, 0.4549], [-3.9536, -0.1968, -0.9291], [-4.8133, 0.8575, -1.4437], [-4.9250, 0.1202, -3.4549], [-5.2185, 1.8621, -3.2974], [-2.8884, 2.2855, -2.7585], [-2.9256, 1.3487, -4.2498], [-1.3542, 0.4322, -2.6693], [-1.5805, -0.6466, 1.4008], [-1.2734, -2.2373, 0.7413], [-3.5489, -1.9877, 1.8999], [-3.6416, -2.5802, 0.2356], [-4.0162, 0.3196, 1.1162], [-5.2854, -0.7700, 0.5417], [-4.6163, 1.8104, -0.9302], [-5.8456, 0.5708, -1.2225]],
  "relative_energy_ev": 0.577,
  "gap_ev": 6.1,
  "total_charge": -1,
  "energy_ev": -65335.38844
}

{
  "formula": "C17H29CuF3N2O8S4Ta",
  "method": "ωB97M-V/def2-TZVPD",
  "species": ["C", "C", "C", "O", "C", "O", "C", "S", "Ta", "C", "C", "C", "C", "S", "C", "N", "N", "C", "O", "C", "C", "O", "C", "F", "F", "F", "S", "C", "O", "O", "O", "C", "O", "C", "S", "H", "H", "H", "H", "H", "H", "H", "H", "H", "H", "H", "H", "H", "H", "H", "H", "H", "H", "H", "H", "H", "H", "H", "H", "H", "H", "H", "H", "H", "Cu"],
  "positions_angstrom": [[-1.4672, -1.3476, -2.5036], [-2.8604, -0.8143, -2.8171], [-3.2688, 0.4936, -2.1104], [-3.3378, 0.4663, -0.6624], [-2.4348, 1.3098, 0.0117], [-2.7569, 2.3597, 0.3180], [-1.0873, 0.6875, 0.3406], [-0.1133, 1.5705, 1.6033], [1.7150, 0.1094, 2.4454], [1.4098, -1.4696, 0.7856], [2.5881, -1.5138, -0.2626], [2.3158, -0.4683, -1.3834], [3.4822, 0.5293, -1.6527], [2.8604, 2.2656, -1.5153], [2.0051, 2.4339, -3.0489], [2.1753, 3.2295, -4.0121], [1.2447, 2.8574, -4.9249], [0.5677, 1.9129, -4.5139], [1.0060, 1.5852, -3.2678], [2.3431, 1.5544, 4.0748], [1.7373, 2.9745, 4.0089], [2.6721, 3.8488, 4.6430], [0.4046, 3.1092, 4.8251], [-0.6345, 3.4679, 4.0841], [0.5266, 4.0450, 5.7366], [0.0773, 2.0004, 5.4948], [-0.1054, -1.0395, 4.0008], [-1.7301, -0.2472, 3.9984], [-0.2874, -2.3327, 3.3748], [0.3984, -1.1154, 5.3389], [-3.8045, -1.8687, -2.6071], [-3.7290, -2.8185, -3.5871], [-4.2131, -2.6690, -4.6134], [-2.9963, -4.1424, -3.3326], [-1.6620, -4.4269, -4.5735], [-1.1614, -2.2009, -3.1254], [-0.7595, -0.5456, -2.7208], [-1.3662, -1.5733, -1.4186], [-2.8587, -0.5972, -3.8964], [-2.6736, 1.3475, -2.4542], [-4.2866, 0.6968, -2.4571], [-1.2767, -0.3224, 0.7015], [-0.5115, 0.6849, -0.5821], [2.9079, -1.0910, 3.1815], [2.9881, 0.8627, 1.3843], [1.4656, -2.4502, 1.3090], [0.4041, -1.4322, 0.3030], [3.5480, -1.2924, 0.1984], [2.5648, -2.5041, -0.7296], [2.0280, -0.9216, -2.3374], [1.4640, 0.1315, -1.0581], [3.8017, 0.4335, -2.6902], [4.3105, 0.3675, -0.9667], [-0.2413, 1.3897, -4.9840], [2.1731, 1.0383, 5.0303], [3.4319, 1.6850, 3.9971], [1.6483, 3.3833, 3.0026], [3.0470, 3.3182, 5.3522], [-1.6842, 0.8391, 4.0662], [-2.3125, -0.4960, 3.1102], [-2.2774, -0.6200, 4.8689], [-3.6618, -4.9952, -3.4433], [-2.5448, -4.1771, -2.3291], [-0.5284, -4.1440, -3.8828], [-0.6788, -3.3514, -1.1258]],
  "gap_ev": [5.3, 4.8],
  "s2": 0.764,
  "multiplicity": 2,
  "total_charge": 1,
  "energy_ev": -135126.11717
}

{
  "formula": "C17H29LiN3NbOSe",
  "method": "ωB97M-V/def2-TZVPD",
  "species": ["N", "C", "O", "Li", "Nb", "N", "N", "C", "C", "C", "C", "C", "C", "C", "C", "H", "H", "H", "H", "H", "H", "H", "H", "H", "H", "H", "H", "H", "H", "H", "H", "H", "H", "C", "H", "H", "H", "C", "H", "H", "H", "Se", "C", "C", "C", "C", "C", "C", "H", "H", "H", "H", "H"],
  "positions_angstrom": [[-0.9896, -0.6597, -0.9727], [-1.6171, -1.6453, -1.2935], [-2.2354, -2.6181, -1.5272], [-1.1407, 1.6757, -1.5511], [0.0756, 0.3336, 0.4787], [-1.5701, 1.4315, 0.8416], [0.9828, 1.4208, -0.9332], [-2.6697, 0.8389, 1.6786], [1.7720, 1.2976, -2.1759], [-3.9503, 0.8566, 0.8415], [-2.8453, 1.7017, 2.9335], [-2.3908, -0.6029, 2.0804], [1.9120, 2.6961, -2.7991], [3.1615, 0.7421, -1.8759], [1.0261, 0.3508, -3.1026], [-4.2031, 1.8774, 0.5298], [-4.7802, 0.4595, 1.4481], [-3.8286, 0.2327, -0.0567], [-1.9025, 1.7828, 3.4889], [-3.5897, 1.2348, 3.5939], [-3.2015, 2.7098, 2.6850], [-2.4565, -1.2966, 1.2324], [-3.1816, -0.9027, 2.7888], [-1.4363, -0.7289, 2.6179], [0.9345, 3.1868, -2.9399], [2.4072, 2.6248, -3.7797], [2.5270, 3.3465, -2.1612], [3.7463, 1.4456, -1.2796], [3.7045, 0.5881, -2.8169], [3.1064, -0.2113, -1.3421], [0.8953, -0.6395, -2.6484], [1.6017, 0.2089, -4.0264], [0.0319, 0.7342, -3.4012], [1.5579, 2.3520, 0.1152], [1.1748, 2.0756, 1.1348], [2.6546, 2.2826, 0.1628], [1.2658, 3.3981, -0.0755], [-1.7251, 2.8787, 0.5494], [-1.3934, 3.4997, 1.3953], [-1.1412, 3.2437, -0.3247], [-2.7786, 3.1178, 0.3486], [1.3014, -0.9877, 2.2063], [1.5454, -2.7568, 1.3891], [2.8434, -3.2674, 1.2126], [3.0104, -4.5199, 0.6167], [1.8865, -5.2564, 0.2032], [0.5994, -4.7414, 0.3917], [0.4270, -3.5027, 1.0120], [3.6944, -2.6870, 1.5658], [4.0144, -4.9340, 0.4891], [2.0170, -6.2442, -0.2502], [-0.2815, -5.3071, 0.0796], [-0.5685, -3.1157, 1.2222]],
  "relative_energy_ev": 0.000,
  "gap_ev": 6.0,
  "total_charge": 2,
  "energy_ev": -91705.22070
}

What did the fourth record say?
{
  "formula": "C17H29LiN3NbOSe",
  "method": "ωB97M-V/def2-TZVPD",
  "species": ["N", "C", "O", "Li", "Nb", "N", "N", "C", "C", "C", "C", "C", "C", "C", "C", "H", "H", "H", "H", "H", "H", "H", "H", "H", "H", "H", "H", "H", "H", "H", "H", "H", "H", "C", "H", "H", "H", "C", "H", "H", "H", "Se", "C", "C", "C", "C", "C", "C", "H", "H", "H", "H", "H"],
  "positions_angstrom": [[-0.9896, -0.6597, -0.9727], [-1.6171, -1.6453, -1.2935], [-2.2354, -2.6181, -1.5272], [-1.1407, 1.6757, -1.5511], [0.0756, 0.3336, 0.4787], [-1.5701, 1.4315, 0.8416], [0.9828, 1.4208, -0.9332], [-2.6697, 0.8389, 1.6786], [1.7720, 1.2976, -2.1759], [-3.9503, 0.8566, 0.8415], [-2.8453, 1.7017, 2.9335], [-2.3908, -0.6029, 2.0804], [1.9120, 2.6961, -2.7991], [3.1615, 0.7421, -1.8759], [1.0261, 0.3508, -3.1026], [-4.2031, 1.8774, 0.5298], [-4.7802, 0.4595, 1.4481], [-3.8286, 0.2327, -0.0567], [-1.9025, 1.7828, 3.4889], [-3.5897, 1.2348, 3.5939], [-3.2015, 2.7098, 2.6850], [-2.4565, -1.2966, 1.2324], [-3.1816, -0.9027, 2.7888], [-1.4363, -0.7289, 2.6179], [0.9345, 3.1868, -2.9399], [2.4072, 2.6248, -3.7797], [2.5270, 3.3465, -2.1612], [3.7463, 1.4456, -1.2796], [3.7045, 0.5881, -2.8169], [3.1064, -0.2113, -1.3421], [0.8953, -0.6395, -2.6484], [1.6017, 0.2089, -4.0264], [0.0319, 0.7342, -3.4012], [1.5579, 2.3520, 0.1152], [1.1748, 2.0756, 1.1348], [2.6546, 2.2826, 0.1628], [1.2658, 3.3981, -0.0755], [-1.7251, 2.8787, 0.5494], [-1.3934, 3.4997, 1.3953], [-1.1412, 3.2437, -0.3247], [-2.7786, 3.1178, 0.3486], [1.3014, -0.9877, 2.2063], [1.5454, -2.7568, 1.3891], [2.8434, -3.2674, 1.2126], [3.0104, -4.5199, 0.6167], [1.8865, -5.2564, 0.2032], [0.5994, -4.7414, 0.3917], [0.4270, -3.5027, 1.0120], [3.6944, -2.6870, 1.5658], [4.0144, -4.9340, 0.4891], [2.0170, -6.2442, -0.2502], [-0.2815, -5.3071, 0.0796], [-0.5685, -3.1157, 1.2222]],
  "relative_energy_ev": 0.000,
  "gap_ev": 6.0,
  "total_charge": 2,
  "energy_ev": -91705.22070
}

What did the second record say?
{
  "formula": "C17H29ClN3O4P2Pd",
  "method": "ωB97M-V/def2-TZVPD",
  "species": ["Pd", "C", "P", "C", "C", "C", "C", "C", "C", "C", "P", "C", "C", "H", "H", "H", "H", "H", "H", "H", "H", "H", "H", "H", "H", "H", "H", "H", "H", "O", "Cl", "O", "O", "O", "C", "C", "N", "C", "N", "C", "C", "C", "N", "C", "H", "H", "H", "H", "H", "H", "H", "H", "H", "H", "H", "H", "H"],
  "positions_angstrom": [[0.5805, 0.9930, 0.1409], [4.7442, 0.3498, -1.4323], [3.0500, 0.3067, -0.6630], [2.2455, -0.7977, -1.9022], [3.3304, -0.9451, 0.6923], [4.2341, -1.9897, 0.5283], [4.4179, -2.9568, 1.5094], [3.6903, -2.8791, 2.6845], [2.7925, -1.8349, 2.8703], [2.5938, -0.8622, 1.8940], [1.3617, 0.5081, 2.0613], [0.4581, -0.0038, 3.5876], [2.4488, 1.7755, 2.8449], [5.0952, -0.6118, -1.8161], [5.4676, 0.7367, -0.7131], [4.6916, 1.0483, -2.2690], [2.8398, -1.6955, -2.0981], [2.1119, -0.2374, -2.8289], [1.2606, -1.0873, -1.5288], [4.8044, -2.0691, -0.3886], [5.1172, -3.7686, 1.3482], [3.8151, -3.6287, 3.4571], [2.2348, -1.7948, 3.7965], [-0.1010, -0.9232, 3.4070], [-0.2614, 0.7874, 3.8037], [1.1077, -0.1313, 4.4578], [3.0223, 1.3660, 3.6814], [1.8230, 2.5981, 3.1941], [3.1271, 2.1699, 2.0877], [-0.0265, 2.0404, -2.3320], [-0.4687, 3.2985, -1.7175], [-1.0200, 4.1476, -2.7482], [-1.4909, 2.9948, -0.7352], [0.6566, 3.9392, -1.0848], [-4.6124, 1.0295, -2.9349], [-3.1460, 1.3106, -3.1823], [-2.3462, 0.2428, -2.5973], [-2.6140, -0.2356, -1.3277], [-1.6526, -0.7664, -0.6685], [-1.9095, -1.3539, 0.6307], [-3.3675, -1.7215, 0.8557], [-4.2199, -0.5366, 0.4549], [-3.9536, -0.1968, -0.9291], [-4.8133, 0.8575, -1.4437], [-4.9250, 0.1202, -3.4549], [-5.2185, 1.8621, -3.2974], [-2.8884, 2.2855, -2.7585], [-2.9256, 1.3487, -4.2498], [-1.3542, 0.4322, -2.6693], [-1.5805, -0.6466, 1.4008], [-1.2734, -2.2373, 0.7413], [-3.5489, -1.9877, 1.8999], [-3.6416, -2.5802, 0.2356], [-4.0162, 0.3196, 1.1162], [-5.2854, -0.7700, 0.5417], [-4.6163, 1.8104, -0.9302], [-5.8456, 0.5708, -1.2225]],
  "relative_energy_ev": 0.577,
  "gap_ev": 6.1,
  "total_charge": -1,
  "energy_ev": -65335.38844
}